(1)
{"formula": "C6H12N2O2S", "method": "the ωB97M-V functional and the def2-TZVPD basis", "elements": ["C", "H", "C", "H", "H", "C", "H", "C", "S", "N", "H", "H", "C", "C", "H", "N", "O", "H", "H", "O", "H", "H", "H"], "positions_angstrom": [[0.343, -1.295, 2.947], [-0.381, 2.319, -1.935], [-0.754, 1.312, -2.028], [-1.546, -1.891, -0.531], [-1.300, 0.668, -0.216], [-0.398, 0.601, -0.739], [-0.279, 3.181, 0.105], [0.642, 1.331, 0.000], [1.068, -0.971, 0.394], [0.095, -0.822, 1.604], [0.675, -2.384, 2.896], [1.067, -0.634, 3.433], [0.604, 2.590, 0.282], [-0.859, -1.734, -1.314], [-0.526, -1.312, 3.668], [0.079, -0.706, -0.959], [1.710, 0.513, 0.240], [-0.418, -2.713, -1.396], [-1.770, 1.442, -2.343], [2.085, -1.984, 0.203], [1.494, 3.126, 0.715], [-0.167, 0.896, -2.827], [-1.463, -1.535, -2.197]], "total_charge": 0, "orbital_gap_ev": 9.81, "e_lumo_ev": 0.8, "homo_ev": -9.0}

=====

(2)
{"formula": "C5H10O", "method": "the ωB97M-V functional and the def2-TZVPD basis", "elements": ["H", "H", "H", "H", "H", "H", "C", "H", "H", "O", "H", "C", "C", "C", "H", "C"], "positions_angstrom": [[-0.419, -2.534, 0.125], [-1.350, -0.200, -0.526], [-0.128, 2.306, 1.000], [-1.818, 1.293, 1.193], [2.294, -0.976, -0.195], [1.362, 0.812, -1.351], [0.693, 0.223, -0.705], [1.202, -1.735, -1.545], [1.253, -2.894, 0.904], [-1.672, 2.681, -0.310], [0.224, -1.502, 1.369], [-0.994, 1.708, 0.486], [-0.586, 0.612, -0.451], [0.574, -2.053, 0.407], [-1.917, 3.467, 0.195], [1.281, -1.206, -0.597]], "total_charge": 0, "orbital_gap_ev": 9.08, "smiles": "CC/C=C/CO", "e_lumo_ev": 0.5, "homo_ev": -8.6}

=====

(3)
{"formula": "C3H5NO2", "method": "the ωB97M-V functional and the def2-TZVPD basis", "elements": ["H", "C", "N", "H", "O", "C", "O", "C", "H", "H", "H"], "positions_angstrom": [[0.963, 1.079, 1.128], [-1.513, 0.396, 0.115], [-1.178, -0.552, -0.869], [-2.233, 0.059, 0.874], [0.622, -2.116, -0.421], [1.238, 0.259, 0.416], [-0.890, 1.421, 0.237], [0.273, -0.981, -0.298], [1.951, -0.358, 0.943], [1.695, 0.801, -0.424], [-0.929, -0.008, -1.702]], "total_charge": 0, "orbital_gap_ev": 10.80, "smiles": "CC(=O)NC=O", "e_lumo_ev": 0.3, "homo_ev": -10.5}

=====

(4)
{"formula": "C5H6O", "method": "the ωB97M-V functional and the def2-TZVPD basis", "elements": ["O", "C", "C", "C", "H", "H", "H", "C", "H", "H", "C", "H"], "positions_angstrom": [[-1.085, -2.180, -0.478], [-1.050, 0.235, -0.026], [0.255, 0.524, 0.714], [0.876, -0.869, 0.209], [-0.544, 2.328, -0.517], [0.577, 1.158, -1.357], [-2.108, 0.443, 0.140], [-0.524, -1.144, -0.284], [1.696, -0.723, -0.489], [1.211, -1.655, 0.939], [-0.085, 1.327, -0.506], [0.809, 0.465, 1.607]], "total_charge": 0, "orbital_gap_ev": 10.52, "smiles": "O=C1C[C@H]2C[C@@H]12", "e_lumo_ev": 1.0, "homo_ev": -9.5}

=====

(5)
{"formula": "C4H10Si", "method": "the ωB97M-V functional and the def2-TZVPD basis", "elements": ["C", "Si", "H", "C", "H", "H", "H", "H", "H", "H", "H", "C", "H", "C", "H"], "positions_angstrom": [[-1.029, 1.150, 0.150], [1.679, -0.138, 0.628], [2.337, 1.017, 1.149], [-0.124, -0.010, 0.038], [-1.361, -1.241, 1.102], [-1.931, -1.089, -0.514], [-1.630, 1.047, 1.138], [1.396, 1.065, -1.190], [2.377, -1.188, 1.319], [-1.705, 1.176, -0.642], [-0.533, 2.050, 0.108], [-1.014, -1.313, 0.075], [1.138, -0.316, -2.080], [1.053, 0.008, -1.147], [-0.653, -2.217, -0.132]], "total_charge": 0, "orbital_gap_ev": 10.03, "smiles": "CC1(C)C[SiH2]1", "e_lumo_ev": 0.9, "homo_ev": -9.1}

=====

(6)
{"formula": "C25H29N4O2S4W", "method": "the ωB97M-V functional and the def2-TZVPD basis", "elements": ["C", "H", "C", "C", "C", "N", "C", "C", "S", "H", "H", "H", "C", "C", "C", "H", "H", "H", "H", "O", "W", "H", "H", "C", "C", "C", "N", "S", "H", "C", "H", "C", "H", "H", "H", "H", "H", "H", "C", "H", "H", "H", "C", "C", "H", "H", "C", "H", "H", "C", "H", "S", "S", "C", "H", "C", "H", "H", "C", "C", "O", "N", "C", "C", "N"], "positions_angstrom": [[-2.245, -0.424, -3.691], [-1.246, -0.868, 3.640], [-0.285, -1.269, 3.329], [-3.398, 0.362, -3.560], [-0.940, 2.538, 0.275], [-1.588, 0.110, -1.403], [-2.326, 1.349, 1.857], [-3.644, 0.956, -2.356], [2.393, 1.451, -0.434], [1.359, -3.422, -4.872], [2.910, -3.476, -2.910], [2.334, -2.904, 2.521], [2.508, 1.658, 2.409], [2.017, -2.866, -2.911], [2.750, 2.367, 1.090], [-3.148, 4.585, 1.740], [-4.767, 1.769, 2.829], [3.168, 0.811, 2.577], [0.690, 0.132, 4.606], [-2.627, 0.324, 2.427], [0.092, 0.080, 0.110], [0.249, -3.965, 1.933], [2.647, 2.364, 3.230], [-2.583, 3.703, 1.466], [1.170, -2.835, -3.983], [0.834, -0.274, 3.604], [-2.961, 2.562, 2.096], [0.788, 1.123, 2.446], [-3.661, 2.367, 4.077], [-1.366, -0.511, -2.605], [4.191, -1.758, -0.239], [-1.975, -1.144, -4.902], [2.645, -3.439, 0.870], [2.428, -2.113, -0.985], [-4.077, 0.473, -4.396], [3.647, -0.003, -1.689], [4.569, -0.692, 1.112], [0.335, -3.417, 0.262], [-4.062, 2.554, 3.084], [-4.533, 1.545, -2.181], [3.782, 2.714, 1.026], [-0.114, -2.194, 3.884], [2.017, -2.793, 1.485], [0.545, -3.133, 1.293], [-2.991, 1.227, -0.371], [-0.687, -2.500, -5.894], [-2.736, 0.794, -1.316], [4.713, 0.922, -0.644], [-4.551, 3.522, 3.055], [0.033, -2.022, -3.904], [-2.676, -1.055, -5.722], [2.254, -1.054, 1.045], [-0.613, -1.773, 1.601], [-1.578, 3.760, 0.548], [-1.301, 4.677, 0.054], [-0.189, -1.290, -2.726], [2.112, 3.248, 1.001], [1.825, -0.720, 3.564], [3.793, 0.338, -0.663], [-0.889, -1.928, -4.998], [0.010, 2.284, -0.537], [0.662, -1.298, -1.657], [1.732, -2.086, -1.794], [3.880, -0.855, 0.285], [-1.325, 1.409, 0.908]], "total_charge": 3, "orbital_gap_ev": [6.83, 6.83], "e_lumo_ev": [-9.8, -9.8], "homo_ev": [-16.6, -16.6]}

=====

(7)
{"formula": "C12H36O12", "method": "the ωB97M-V functional and the def2-TZVPD basis", "elements": ["H", "H", "C", "O", "H", "H", "C", "O", "H", "H", "C", "H", "H", "H", "H", "H", "O", "O", "H", "O", "H", "O", "H", "O", "H", "H", "O", "H", "O", "H", "H", "H", "C", "C", "O", "H", "H", "H", "C", "H", "H", "H", "H", "H", "H", "H", "H", "C", "C", "H", "O", "H", "C", "H", "O", "C", "H", "H", "C", "C"], "positions_angstrom": [[6.803, -1.679, 2.427], [3.145, -3.052, -5.976], [5.645, -1.430, 0.638], [7.711, -0.166, 1.356], [4.812, -0.365, -0.616], [5.637, -2.337, 0.033], [-0.128, -0.025, -1.830], [-1.934, 1.057, -0.520], [0.012, 1.404, -0.210], [-2.973, 3.113, 7.867], [-1.412, -5.451, -0.872], [3.719, 0.004, -6.998], [-0.150, -0.850, -1.117], [-5.575, 3.766, 7.698], [-5.440, 3.848, 10.135], [-5.944, 4.611, 0.782], [4.068, -0.857, -7.241], [-7.167, 5.866, -0.288], [-3.045, 1.859, 6.260], [-2.418, -6.398, -0.682], [0.710, -5.516, -0.850], [-4.540, 6.262, -1.895], [-5.889, 2.298, 8.718], [-4.655, 3.712, 9.598], [-1.856, 1.135, 0.434], [0.628, -7.702, -1.832], [5.580, -0.245, -0.052], [5.292, -3.073, -6.690], [1.052, 0.256, -2.494], [-0.688, 2.010, -1.757], [-0.126, -6.748, 0.154], [-0.738, -0.262, -2.701], [-6.114, 4.908, -0.253], [4.971, -2.451, -5.854], [-3.944, 2.001, 6.565], [-1.507, -4.882, -1.796], [6.113, -1.025, -6.937], [8.363, -0.071, 2.054], [5.153, -1.064, -6.421], [-3.793, 6.863, -1.949], [-3.604, 1.540, 8.466], [-7.008, 6.451, -1.034], [5.751, -2.776, -5.165], [7.707, -2.216, 1.092], [-3.855, 5.202, -0.398], [1.050, -0.504, -3.081], [4.912, -1.366, 1.443], [-0.655, 1.186, -1.044], [-4.772, 5.772, -0.542], [-3.162, -5.980, -0.243], [3.719, -2.724, -5.280], [-4.632, 6.565, 0.193], [7.037, -1.413, 1.397], [-6.230, 4.013, -0.864], [-0.221, -7.273, -1.704], [-0.113, -6.230, -0.805], [-1.472, -4.730, -0.056], [5.172, -0.357, -5.591], [-3.815, 2.421, 7.859], [-5.190, 3.095, 8.466]], "total_charge": 0, "orbital_gap_ev": 9.97, "smiles": "OCCO.OCCO.OCCO.OCCO.OCCO.OCCO", "e_lumo_ev": 0.2, "homo_ev": -9.8}

=====

(8)
{"formula": "C27H20ClINO4PTa", "method": "the ωB97M-V functional and the def2-TZVPD basis", "elements": ["C", "P", "C", "Cl", "C", "C", "C", "C", "H", "O", "I", "C", "C", "N", "C", "H", "H", "H", "H", "H", "C", "H", "C", "H", "C", "Ta", "C", "C", "H", "H", "H", "C", "H", "C", "C", "C", "H", "O", "O", "C", "C", "H", "H", "C", "H", "C", "C", "C", "H", "H", "C", "C", "O", "C", "H", "H"], "positions_angstrom": [[-2.060, -0.756, -1.816], [0.083, 1.831, 1.784], [-2.500, -2.837, -2.896], [2.220, -0.329, -0.459], [-2.630, -1.579, 1.860], [-0.228, 3.180, 0.650], [-2.662, -1.458, -2.836], [-0.760, 5.336, -1.021], [-0.962, 6.184, -1.661], [1.380, 0.895, -0.573], [-0.053, -3.541, 0.636], [-3.692, -1.698, 2.729], [-2.574, 2.549, 4.800], [-1.317, -1.388, -0.879], [0.531, 4.821, -0.943], [-4.353, -2.551, 2.662], [-2.963, -3.408, -3.691], [1.812, 3.368, -0.061], [-2.534, -2.372, 1.137], [1.328, 5.269, -1.521], [3.537, 3.169, 3.473], [-0.903, 3.594, 3.939], [-2.011, 0.557, 2.866], [-3.251, -0.928, -3.573], [-3.913, -0.721, 3.690], [-0.074, -0.512, 0.618], [2.991, 1.019, 4.428], [-1.257, 1.725, 2.951], [4.177, 4.039, 3.432], [4.680, 2.208, 5.007], [-2.334, 3.278, 1.146], [3.817, 2.139, 4.358], [-2.160, 0.319, -1.727], [0.802, 3.747, -0.117], [-1.744, -3.494, -1.924], [-1.786, 4.772, -0.276], [3.209, 0.225, 5.130], [2.016, -0.651, 1.045], [1.357, -1.344, -1.076], [1.884, 0.935, 3.608], [-1.527, 3.700, 0.561], [-2.772, 3.313, 5.539], [-4.182, 1.286, 5.418], [-3.096, 0.416, 3.770], [1.226, 0.072, 3.686], [2.427, 3.094, 2.641], [-1.699, -0.488, 1.878], [1.603, 1.972, 2.709], [-4.742, -0.823, 4.382], [-2.788, 5.177, -0.336], [-1.171, -2.726, -0.941], [-3.354, 1.422, 4.733], [3.537, -0.242, -0.855], [-1.520, 2.703, 3.894], [2.206, 3.913, 1.972], [-1.611, -4.567, -1.944]], "total_charge": 3, "orbital_gap_ev": 5.30, "e_lumo_ev": -11.8, "homo_ev": -17.0}